Computed, not measured: a structure of composition C2H3NO3, with the ωB97M-V functional and the def2-TZVPD basis.

Calculated total energy   -358.3795 Ha
HOMO-LUMO gap   0.3841 Eh
Energy above the lowest of the compared OMol25 structures with the same formula, charge and spin   94.3 kcal per mole
Lowest unoccupied orbital energy   0.0228 Ha

Positions of all 9 atoms, in Å:
C -0.950 -1.622 0.943
C 0.637 -0.536 0.427
N -0.688 -0.488 -0.102
O -1.897 -2.221 1.198
O 0.378 -1.689 1.223
O -1.571 0.601 -0.185
H 1.508 -0.564 -0.247
H 0.967 0.436 1.054
H -2.082 0.651 -1.077

Here are the Löwdin charges for atoms 1 to 2, given in e: number 1, C, carries -0.448; number 2, C, carries -0.184